Record 1
C49H56ClF21N2O17S | ωB97M-V/def2-TZVPD

Calculated values
E_HOMO = -7.81 eV
2S+1 = 1

Each line ends with the Löwdin charge.
Atoms and positions in Å:
C 6.050 0.366 2.326  0.008
C 4.605 0.567 1.909  -0.453
O 3.676 0.180 2.578  0.123
N 4.360 1.254 0.638  0.077
C 4.892 0.364 -0.399  -0.416
C 4.567 -1.146 -0.278  0.017
O 5.589 0.744 -1.306  0.124
C 2.963 1.544 0.431  -0.163
C 2.214 0.881 -0.507  -0.037
C 0.885 1.146 -0.697  -0.085
C 0.312 2.133 0.056  -0.422
C 1.006 2.875 1.004  -0.196
C 2.357 2.552 1.196  -0.065
C 3.195 3.310 2.237  -0.141
C 3.024 2.830 3.703  -0.642
C 4.419 2.825 4.374  -0.132
Cl 2.052 4.012 4.701  0.635
N 0.349 3.902 1.716  0.111
C -0.891 3.521 2.295  -0.248
C -1.216 3.795 3.607  -0.046
C -2.433 3.434 4.139  -0.072
C -3.393 2.800 3.382  -0.036
C -3.089 2.516 2.065  -0.242
C -4.117 1.807 1.189  -0.129
C -5.185 2.763 0.664  -0.230
O -6.329 2.691 1.059  0.046
C -1.864 2.871 1.542  -0.381
S -1.416 2.543 -0.156  1.049
H 6.092 0.399 3.415  0.070
H 6.457 -0.598 2.004  0.091
H 6.700 1.158 1.934  0.103
H 3.578 -1.245 0.186  0.085
H 5.328 -1.683 0.293  0.087
H 4.452 -1.547 -1.290  0.094
H 2.653 0.118 -1.143  0.100
H 0.268 0.643 -1.430  0.104
H 2.946 4.378 2.180  0.112
H 4.256 3.238 1.982  0.111
H 2.514 1.874 3.803  0.094
H 5.156 2.352 3.724  0.043
H 4.395 2.414 5.386  0.082
H 4.711 3.882 4.444  0.078
H 0.953 4.363 2.383  0.073
H -0.535 4.307 4.276  0.060
H -2.682 3.669 5.171  0.112
H -4.354 2.553 3.826  0.117
H -3.605 1.236 0.404  0.089
H -4.628 1.066 1.813  0.102
H -4.876 3.542 -0.073  0.130
C -7.518 -0.657 7.284  -0.063
C -6.062 -0.944 7.586  -0.185
O -5.406 -1.531 6.445  0.042
C -4.989 -0.685 5.514  -0.392
O -5.114 0.504 5.543  0.167
C -4.274 -1.451 4.394  -0.537
F -4.943 -2.552 4.029  0.167
F -3.053 -1.845 4.782  0.168
F -4.123 -0.698 3.306  0.165
H -8.023 -1.558 6.936  0.083
H -8.027 -0.287 8.170  0.073
H -7.613 0.090 6.495  0.083
H -5.982 -1.674 8.388  0.105
H -5.535 -0.048 7.911  0.131
C 8.218 0.829 -4.154  -0.053
C 6.931 0.033 -4.158  -0.194
O 6.246 0.178 -5.418  0.032
C 6.656 -0.597 -6.409  -0.401
O 7.537 -1.404 -6.351  0.170
C 5.795 -0.340 -7.653  -0.536
F 5.607 0.967 -7.872  0.166
F 4.581 -0.896 -7.522  0.151
F 6.346 -0.845 -8.756  0.167
H 8.022 1.872 -4.403  0.085
H 8.691 0.782 -3.173  0.083
H 8.920 0.446 -4.895  0.077
H 6.257 0.415 -3.398  0.089
H 7.110 -1.019 -3.934  0.129
C 2.012 -1.012 -9.114  -0.064
C 1.238 -1.880 -10.083  -0.182
O -0.036 -2.262 -9.525  0.040
C -1.008 -1.369 -9.633  -0.409
O -0.918 -0.292 -10.145  0.161
C -2.303 -1.933 -9.037  -0.539
F -2.096 -2.536 -7.861  0.171
F -2.856 -2.839 -9.858  0.159
F -3.212 -0.977 -8.831  0.163
H 2.116 -1.512 -8.151  0.084
H 3.003 -0.791 -9.505  0.082
H 1.496 -0.070 -8.932  0.064
H 1.779 -2.806 -10.269  0.127
H 1.102 -1.387 -11.045  0.126
C -0.877 1.451 -7.210  -0.053
C -0.037 2.485 -6.492  -0.183
O 0.577 1.923 -5.316  0.040
C 1.692 1.234 -5.516  -0.386
O 2.218 1.044 -6.572  0.168
C 2.246 0.740 -4.175  -0.527
F 1.281 0.227 -3.393  0.147
F 2.823 1.738 -3.495  0.175
F 3.168 -0.209 -4.337  0.170
H -1.610 1.015 -6.529  0.091
H -1.401 1.900 -8.053  0.091
H -0.259 0.635 -7.585  0.055
H -0.667 3.302 -6.144  0.127
H 0.719 2.915 -7.149  0.128
C -6.320 -5.981 12.517  -0.059
C -6.785 -5.850 11.083  -0.194
O -7.584 -4.665 10.906  0.037
C -6.916 -3.533 10.734  -0.399
O -5.727 -3.417 10.716  0.170
C -7.897 -2.375 10.512  -0.539
F -8.918 -2.406 11.374  0.173
F -8.417 -2.422 9.275  0.153
F -7.305 -1.189 10.650  0.168
H -7.170 -5.951 13.199  0.084
H -5.784 -6.919 12.660  0.084
H -5.658 -5.160 12.791  0.078
H -7.427 -6.689 10.821  0.126
H -5.947 -5.852 10.386  0.126
C -5.781 -2.113 -11.071  -0.061
C -6.394 -0.820 -10.580  -0.193
O -7.811 -0.966 -10.373  0.033
C -8.178 -1.513 -9.220  -0.398
O -7.439 -1.887 -8.359  0.174
C -9.708 -1.556 -9.126  -0.545
F -10.266 -1.984 -10.266  0.164
F -10.204 -0.337 -8.870  0.165
F -10.117 -2.367 -8.153  0.172
H -6.294 -2.465 -11.967  0.085
H -4.726 -1.973 -11.300  0.069
H -5.869 -2.900 -10.321  0.082
H -6.276 -0.043 -11.332  0.127
H -5.909 -0.467 -9.670  0.119
C 7.153 0.324 9.209  -0.059
C 7.084 -0.665 8.065  -0.195
O 7.335 -0.013 6.805  0.028
C 8.611 0.175 6.490  -0.398
O 9.550 -0.143 7.154  0.179
C 8.711 0.832 5.108  -0.536
F 7.838 1.840 4.964  0.156
F 8.450 -0.058 4.134  0.154
F 9.921 1.329 4.877  0.180
H 6.474 1.159 9.034  0.084
H 6.884 -0.160 10.148  0.084
H 8.156 0.738 9.309  0.079
H 6.081 -1.083 7.994  0.126
H 7.773 -1.496 8.209  0.126

Record 2
C37H35NO8S | ωB97M-V/def2-TZVPD

Calculated values
E_HOMO = -9.60 eV
2S+1 = 1

Each line ends with the Löwdin charge.
Atoms and positions in Å:
C 3.495 -2.922 0.824  -0.074
C 3.661 -2.161 -0.523  -0.262
O 2.794 -2.684 -1.526  -0.157
C 1.769 -1.746 -1.878  -0.184
C 0.603 -1.898 -0.872  -0.113
C -0.379 -0.668 -0.857  -0.277
C -1.744 -1.253 -0.326  -0.130
C -2.773 -0.185 0.117  -0.211
O -2.367 0.518 1.316  -0.220
S -1.095 1.467 0.891  0.761
O -1.617 2.513 -0.030  -0.304
O -0.433 2.077 2.072  -0.303
C 0.187 0.429 0.087  -0.259
C 1.202 1.426 -0.570  -0.229
N 1.061 1.533 -2.026  0.024
H 2.681 -2.511 1.450  0.058
H 4.419 -2.875 1.421  0.073
H 3.229 -3.970 0.610  0.082
H 3.575 -1.071 -0.383  0.108
H 4.690 -2.365 -0.877  0.117
H 1.467 -2.002 -2.907  0.135
H 2.160 -0.716 -1.918  0.091
H -0.020 -2.774 -1.127  0.122
H 0.955 -2.071 0.158  0.105
H -0.580 -0.312 -1.880  0.131
H -1.475 -1.819 0.592  0.129
H -2.167 -1.995 -1.019  0.126
H -3.064 0.514 -0.682  0.122
H -3.693 -0.720 0.411  0.131
H 0.712 -0.078 0.917  0.136
H 2.213 1.133 -0.235  0.119
H 1.026 2.409 -0.096  0.111
H 0.905 2.512 -2.227  0.070
H 1.956 1.317 -2.450  0.077
O 1.467 -0.621 9.146  0.102
C 1.863 -0.322 8.036  -0.281
C 3.284 -0.528 7.660  -0.083
C 4.162 -1.089 8.583  0.000
C 5.482 -1.322 8.230  -0.059
C 5.932 -0.998 6.953  -0.060
C 5.065 -0.424 6.036  -0.003
C 3.741 -0.182 6.387  -0.084
C 2.827 0.450 5.402  -0.279
O 3.241 0.799 4.312  0.098
C 1.403 0.638 5.770  -0.080
C 0.525 1.196 4.844  0.002
C -0.815 1.347 5.165  -0.048
C -1.285 0.940 6.411  -0.052
C -0.412 0.396 7.343  -0.002
C 0.936 0.248 7.028  -0.087
H 3.813 -1.347 9.574  0.120
H 6.163 -1.763 8.948  0.106
H 6.960 -1.192 6.675  0.106
H 5.418 -0.167 5.046  0.118
H 0.884 1.510 3.875  0.095
H -1.494 1.777 4.441  0.099
H -2.334 1.050 6.656  0.107
H -0.780 0.085 8.311  0.119
O -0.928 -0.355 -6.019  0.099
C -2.009 0.201 -6.078  -0.281
C -3.011 -0.202 -7.095  -0.084
C -2.715 -1.239 -7.975  -0.001
C -3.659 -1.649 -8.905  -0.058
C -4.903 -1.026 -8.960  -0.057
C -5.196 0.019 -8.096  0.000
C -4.250 0.438 -7.166  -0.083
C -4.569 1.569 -6.259  -0.281
O -5.627 2.160 -6.356  0.104
C -3.575 1.958 -5.228  -0.086
C -3.873 2.993 -4.346  0.003
C -2.965 3.343 -3.358  -0.042
C -1.756 2.661 -3.246  -0.062
C -1.448 1.639 -4.132  -0.004
C -2.355 1.287 -5.129  -0.083
H -1.751 -1.728 -7.931  0.120
H -3.429 -2.459 -9.586  0.107
H -5.643 -1.355 -9.678  0.107
H -6.161 0.505 -8.144  0.120
H -4.814 3.520 -4.427  0.120
H -3.200 4.144 -2.669  0.113
H -1.058 2.930 -2.469  0.071
H -0.506 1.114 -4.043  0.099

Record 3
C20H48AsF5I2N8O11P | ωB97M-V/def2-TZVPD

Calculated values
E_HOMO = -3.63 eV
2S+1 = 1
Total charge = -1

Each line ends with the Löwdin charge.
Atoms and positions in Å:
C 0.530 -2.159 -1.168  -0.184
C -0.670 -2.682 -0.173  -0.539
F -0.305 -2.180 1.205  -0.357
As -2.508 -1.978 -0.618  0.239
O -2.330 -2.586 -2.395  -0.453
I -2.721 -1.403 1.930  0.517
I -3.426 -4.327 -0.054  0.524
P -1.503 0.031 -1.104  0.805
O -0.979 0.879 0.324  -0.445
O -2.413 1.015 -2.199  -0.391
C -4.351 -1.392 -1.062  -0.452
F -5.240 -2.609 -0.895  -0.286
F -4.488 -1.082 -2.536  -0.085
C -5.082 -0.213 -0.254  -0.180
F -4.314 0.992 0.106  -0.084
F -5.903 -0.774 0.887  -0.116
H 1.331 -3.042 -1.203  0.074
H 1.108 -1.216 -0.730  0.061
H 0.206 -1.981 -2.280  0.058
H -0.639 -3.851 -0.176  0.059
H -1.752 -3.425 -2.307  0.032
H -1.735 1.326 0.807  0.024
H -2.485 1.975 -1.903  0.032
H -5.934 0.198 -0.991  0.180
O 2.296 -2.017 -3.757  0.022
C 3.460 -2.374 -3.623  -0.592
N 3.763 -3.620 -3.167  0.147
C 4.631 -1.489 -3.943  -0.009
H 4.706 -3.959 -3.041  0.092
H 2.991 -4.235 -2.945  0.104
H 4.581 -0.592 -3.319  0.086
H 4.586 -1.206 -4.998  0.083
H 5.583 -1.993 -3.756  0.069
O -4.677 -6.249 -3.001  -0.004
C -5.853 -6.121 -3.319  -0.604
N -6.371 -4.896 -3.609  0.155
C -6.807 -7.277 -3.414  -0.021
H -7.333 -4.741 -3.875  0.091
H -5.747 -4.101 -3.551  0.108
H -6.874 -7.766 -2.438  0.087
H -6.434 -7.987 -4.157  0.081
H -7.808 -6.954 -3.712  0.064
O 3.788 -0.379 -0.123  0.002
C 3.608 0.461 0.751  -0.564
N 2.377 1.004 0.958  0.200
C 4.704 0.956 1.650  -0.020
H 2.181 1.698 1.665  0.094
H 1.622 0.687 0.364  0.082
H 5.490 1.409 1.039  0.077
H 5.115 0.111 2.210  0.082
H 4.340 1.702 2.361  0.056
O -8.268 -4.573 2.530  0.031
C -8.988 -3.626 2.236  -0.598
N -10.207 -3.466 2.820  0.131
C -8.599 -2.582 1.229  -0.006
H -10.834 -2.703 2.611  0.090
H -10.491 -4.157 3.502  0.102
H -8.430 -3.065 0.263  0.092
H -7.680 -2.091 1.561  0.076
H -9.378 -1.823 1.110  0.068
O 3.124 3.678 3.197  0.016
C 3.659 4.719 2.832  -0.588
N 3.609 5.839 3.604  0.153
C 4.400 4.848 1.533  -0.011
H 4.034 6.718 3.347  0.097
H 3.115 5.777 4.485  0.059
H 3.716 4.629 0.709  0.093
H 5.229 4.135 1.523  0.078
H 4.803 5.855 1.394  0.068
O 7.584 0.148 -1.812  0.010
C 7.659 -0.420 -0.729  -0.597
N 6.554 -0.596 0.047  0.155
C 8.945 -0.958 -0.172  -0.021
H 6.566 -1.057 0.945  0.099
H 5.675 -0.242 -0.308  0.054
H 9.658 -0.136 -0.062  0.082
H 9.348 -1.704 -0.862  0.083
H 8.800 -1.427 0.805  0.068
O -1.793 3.570 -2.812  0.010
C -1.638 3.826 -4.000  -0.573
N -0.416 3.711 -4.588  0.158
C -2.757 4.278 -4.894  -0.008
H -0.240 3.910 -5.562  0.096
H 0.354 3.407 -4.006  0.116
H -3.174 5.209 -4.500  0.086
H -3.532 3.508 -4.913  0.093
H -2.413 4.454 -5.917  0.069
O 3.350 6.025 6.344  0.017
C 3.870 5.955 7.452  -0.567
N 5.183 6.270 7.629  0.153
C 3.125 5.525 8.682  -0.005
H 5.655 6.228 8.520  0.100
H 5.706 6.563 6.814  0.112
H 2.743 4.512 8.532  0.095
H 2.291 6.212 8.852  0.091
H 3.767 5.529 9.568  0.071

Record 4
C8H32N16O8 | ωB97M-V/def2-TZVPD

Calculated values
E_HOMO (spin up / spin down) = -11.37 / -11.37 eV
⟨S²⟩ = 0.763
2S+1 = 2
Total charge = +1

Each line ends with the Mulliken spin population.
Atoms and positions in Å:
C 22.972 21.983 -16.802  0.001
O 23.597 21.748 -15.775  0.004
N 22.168 21.137 -17.346  0.018
N 22.911 23.173 -17.311  0.002
H 21.487 21.358 -18.058  -0.005
H 22.068 20.271 -16.836  -0.001
H 23.576 23.825 -16.920  0.000
H 22.446 23.222 -18.206  0.000
C 20.069 19.172 -19.605  -0.001
O 21.207 19.515 -19.482  -0.002
N 19.709 18.104 -20.268  0.000
N 19.104 19.935 -19.200  0.000
H 18.737 17.858 -20.393  0.000
H 20.500 17.511 -20.475  0.000
H 19.330 20.754 -18.655  0.000
H 18.205 19.796 -19.640  0.000
C 15.349 19.474 -20.422  0.000
O 16.498 19.315 -20.709  0.000
N 14.821 19.188 -19.267  0.000
N 14.441 19.505 -21.303  0.000
H 15.486 19.101 -18.512  0.000
H 13.884 19.546 -19.153  0.000
H 14.527 19.790 -22.269  0.000
H 13.493 19.470 -20.958  0.000
C 22.743 18.109 -16.499  0.007
O 21.838 18.582 -15.942  0.001
N 22.722 17.302 -17.474  0.031
N 23.957 18.133 -16.050  0.045
H 21.805 17.186 -17.880  -0.002
H 23.357 16.528 -17.604  -0.002
H 24.265 18.853 -15.412  -0.002
H 24.616 17.511 -16.495  -0.003
C 15.872 15.791 -22.391  0.000
O 15.265 16.064 -23.464  0.000
N 16.357 16.565 -21.494  0.000
N 16.049 14.573 -22.053  0.000
H 16.902 16.146 -20.754  0.000
H 16.364 17.575 -21.492  0.000
H 16.784 14.454 -21.371  0.000
H 15.924 13.967 -22.851  0.000
C 22.463 20.261 -22.511  0.000
O 23.429 20.444 -23.247  0.001
N 21.962 21.218 -21.777  0.007
N 21.684 19.183 -22.499  0.009
H 22.349 22.139 -21.928  0.000
H 21.127 21.156 -21.213  0.000
H 20.876 19.089 -21.900  -0.001
H 21.817 18.400 -23.123  -0.001
C 24.805 19.104 -19.903  -0.020
O 25.987 18.938 -20.062  0.194
N 23.961 18.192 -20.202  0.389
N 24.302 19.922 -19.027  0.407
H 22.979 18.428 -20.202  -0.009
H 24.234 17.327 -20.645  -0.021
H 23.324 20.173 -19.008  -0.026
H 24.989 20.522 -18.593  -0.021
C 19.476 23.718 -17.584  0.000
O 19.666 22.552 -17.836  0.000
N 20.372 24.638 -17.530  0.000
N 18.255 24.249 -17.286  0.000
H 20.017 25.558 -17.310  0.000
H 21.298 24.388 -17.214  0.000
H 18.141 25.233 -17.090  0.000
H 17.703 23.573 -16.776  0.000

| no. | total energy (Eh) |
| --- | --- |
| 1 | -6245.0718 |
| 2 | -2485.7934 |
| 3 | -5728.5023 |
| 4 | -1801.8911 |